Arrangement A

{
  "formula": "C8H8O2",
  "method": "the ωB97M-V functional and the def2-TZVPD basis",
  "species": ["C", "C", "C", "C", "C", "C", "C", "C", "O", "O", "H", "H", "H", "H", "H", "H", "H", "H"],
  "xyz": [[1.166, 0.209, -1.054], [-0.654, -0.619, 1.412], [1.454, 0.842, 0.070], [-0.498, -1.223, 0.191], [-0.087, -0.705, -1.037], [-0.429, 0.772, 1.603], [-0.755, -1.032, -2.186], [-0.729, 1.916, 2.099], [2.375, 1.788, 0.339], [-0.915, -2.546, 0.227], [1.593, 0.280, -2.017], [-1.062, -1.085, 2.264], [-1.757, -1.499, -2.193], [-0.105, -0.693, -3.089], [-0.042, 2.862, 2.074], [-1.706, 1.959, 2.478], [2.852, 1.816, -0.583], [-0.700, -3.044, -0.597]],
  "gap_ev": [7.60, 7.60],
  "multiplicity": 1
}

***

Arrangement B

{
  "formula": "C8H8O2",
  "method": "the ωB97M-V functional and the def2-TZVPD basis",
  "species": ["C", "C", "C", "C", "C", "C", "C", "C", "H", "H", "H", "H", "H", "H", "H", "H", "O", "O"],
  "xyz": [[-1.556, 1.472, -0.079], [-0.337, 0.692, -0.055], [0.892, 1.472, 0.036], [2.275, 0.808, 0.028], [2.229, -0.736, -0.002], [1.043, -1.440, -0.084], [-0.230, -0.877, -0.033], [-1.542, -1.551, -0.044], [-2.768, 0.834, -0.059], [-1.492, 1.957, 0.961], [-1.680, 2.365, -0.977], [0.621, 2.533, 0.111], [1.022, -2.581, 0.308], [-1.828, -1.089, -0.829], [-1.301, -2.506, -0.006], [-1.995, -1.486, 0.860], [3.239, 1.454, -0.042], [3.409, -1.319, -0.094]],
  "gap_ev": 7.51,
  "multiplicity": 1
}

***

Result of the stability comparison: arrangement B is the most stable of them.

***

Arrangement A

{
  "formula": "CH14N3O4",
  "method": "the ωB97M-V functional and the def2-TZVPD basis",
  "species": ["N", "C", "N", "N", "H", "H", "H", "H", "H", "H", "H", "H", "O", "H", "H", "O", "H", "H", "O", "H", "H", "O"],
  "xyz": [[1.323, -0.404, 0.137], [0.565, 0.620, -0.260], [-0.269, 0.631, -1.273], [0.641, 1.731, 0.497], [1.542, -0.520, 1.135], [1.562, -1.192, -0.436], [-0.651, 1.535, -1.547], [-0.455, -0.057, -1.952], [-0.142, 2.366, 0.425], [1.310, 1.781, 1.248], [2.583, 0.437, 3.296], [2.859, -0.573, 2.156], [2.690, 0.356, 2.341], [-2.621, 2.482, 2.153], [-2.194, 1.224, 2.647], [-2.145, 1.707, 1.809], [-1.179, -1.617, -3.792], [-0.462, -2.470, -2.787], [-0.637, -1.589, -2.993], [-1.955, -2.267, -1.396], [-1.936, -3.112, -0.065], [-1.659, -2.293, -0.482]],
  "gap_ev": 11.51,
  "total_charge": 1,
  "multiplicity": 1
}

***

Arrangement B

{
  "formula": "CH14N3O4",
  "method": "the ωB97M-V functional and the def2-TZVPD basis",
  "species": ["N", "C", "N", "N", "H", "H", "H", "H", "H", "H", "H", "H", "O", "H", "H", "O", "H", "H", "O", "H", "H", "O"],
  "xyz": [[0.514, 0.025, 0.434], [-0.059, 0.093, -0.825], [-0.257, 1.308, -1.308], [-0.059, -1.089, -1.629], [0.585, -0.785, 0.873], [0.412, 0.696, 1.047], [-0.596, 1.660, -2.148], [-0.477, 2.138, -0.607], [0.165, -1.108, -2.607], [0.118, -1.951, -1.069], [1.304, -3.665, 0.809], [-0.150, -3.501, 0.905], [0.647, -2.912, 0.618], [3.283, 1.044, -1.671], [2.754, -0.658, -1.683], [2.619, 0.348, -1.687], [-2.722, 1.933, -0.288], [-2.155, 1.973, 1.055], [-2.026, 2.192, 0.286], [-1.732, 0.046, 2.989], [-0.992, 1.397, 3.636], [-1.176, 0.816, 2.870]],
  "gap_ev": 11.16,
  "total_charge": 1,
  "multiplicity": 1
}

***

Result of the stability comparison: arrangement A is the most stable of them.